[1]
{"formula": "C18H22N3ORe", "method": "the ωB97M-V functional and the def2-TZVPD basis", "mol_weight_g_mol": 482.6, "total_charge": 2, "multiplicity": 5, "energy_ha": -1016.10523, "homo_ev": [-13.51, -15.01], "symbols": ["C", "C", "H", "H", "H", "H", "H", "H", "C", "C", "C", "C", "H", "H", "H", "H", "N", "C", "C", "N", "C", "C", "C", "H", "H", "C", "H", "H", "Re", "C", "H", "H", "H", "O", "N", "C", "C", "C", "C", "C", "H", "H", "H", "H", "H"], "coordinates": [[2.186749, -0.480444, -1.407915], [0.357145, -3.076379, -0.842384], [2.072714, -0.978579, -2.394153], [3.069611, -0.911747, -0.903937], [2.362861, 0.589704, -1.579767], [-0.592936, -3.627121, -0.786568], [0.697102, -3.128681, -1.894757], [1.083244, -3.618884, -0.206838], [-0.079588, 1.210410, -2.781143], [-0.818632, 2.187534, -3.446083], [-2.203919, 2.224344, -3.297472], [-2.801292, 1.316388, -2.439555], [1.000170, 1.130221, -2.910085], [-0.285816, 2.887708, -4.076670], [-2.803077, 2.945242, -3.842180], [-3.867532, 1.313658, -2.241884], [-0.655610, 0.336972, -1.944237], [-1.998137, 0.389383, -1.748375], [-2.554511, -0.461832, -0.693705], [-1.672886, -1.181653, 0.046885], [-2.098582, -1.965170, 1.048603], [-4.355764, -1.233333, 0.714692], [-3.433754, -1.999492, 1.421809], [-1.333749, -2.545048, 1.568839], [-3.697513, -2.620274, 2.270347], [-3.917253, -0.460646, -0.348164], [-4.586942, 0.183555, -0.908887], [-5.396991, -1.238362, 1.003534], [0.548248, -1.091471, -0.403295], [0.971646, -1.614870, 1.545583], [0.664642, -2.656755, 1.765630], [0.482396, -0.963258, 2.297853], [2.056500, -1.518802, 1.736973], [0.765430, 0.879572, 0.356207], [1.727626, 1.423411, 1.212916], [3.036546, 1.539142, 0.847536], [4.000113, 1.838752, 1.802277], [3.604223, 2.097602, 3.117159], [2.255509, 2.001314, 3.462093], [1.324275, 1.647682, 2.498172], [3.316537, 1.300928, -0.173887], [5.045353, 1.868165, 1.494696], [4.342403, 2.395531, 3.855340], [1.902218, 2.197287, 4.472457], [0.281224, 1.468301, 2.732343]], "atomic_forces_ev_per_a": [[1.67, -0.89, -1.12], [0.53, -1.11, -0.75], [0.47, 0.15, 0.20], [0.05, 0.16, -0.48], [-0.27, -0.42, 0.10], [0.09, 0.28, 0.04], [-0.06, -0.47, 0.23], [-0.21, -0.02, -0.50], [-0.21, -1.43, 1.31], [-0.77, 0.49, -0.39], [0.06, 0.04, -0.11], [-0.28, 0.26, -0.17], [-0.37, -0.02, 0.03], [-0.16, 0.04, -0.07], [0.08, -0.02, 0.10], [0.17, 0.24, -0.34], [0.66, 0.01, -0.62], [0.22, -0.51, 0.96], [0.89, 0.44, -0.05], [0.09, -0.82, 0.62], [1.19, 0.92, -1.17], [-0.04, -0.10, 0.15], [-0.91, 0.04, 0.08], [-0.31, 0.20, -0.18], [-0.26, 0.08, -0.11], [-0.46, 0.14, -0.08], [-0.16, -0.36, 0.26], [-0.04, 0.04, -0.04], [-1.87, 2.00, 0.80], [0.43, -0.50, 1.01], [0.46, 0.44, 0.04], [0.06, -0.16, -0.44], [-0.30, -0.25, 0.02], [0.94, 2.38, 1.25], [-0.83, -1.35, 0.07], [-0.27, -0.32, 0.43], [-0.50, 0.22, 0.06], [-0.02, 0.07, -0.23], [-0.07, 0.15, -0.31], [0.77, -0.14, -0.45], [-0.35, 0.17, 0.37], [-0.33, 0.08, 0.12], [-0.11, -0.17, -0.04], [0.17, -0.08, -0.23], [0.15, 0.12, -0.34]], "lowdin_spin": [0.07, 0.08, 0.01, 0.03, 0.01, 0.01, 0.03, 0.02, 0.11, 0.17, 0.00, 0.15, 0.00, 0.01, 0.00, 0.00, 0.05, 0.10, 0.09, 0.06, 0.10, 0.00, 0.16, 0.00, 0.01, 0.14, 0.00, 0.00, 2.43, 0.03, 0.01, 0.01, 0.02, 0.06, 0.01, 0.00, 0.00, 0.00, 0.00, 0.00, 0.00, 0.00, 0.00, 0.00, 0.00]}

[2]
{"formula": "C18H23BFeIN4O3", "method": "the ωB97M-V functional and the def2-TZVPD basis", "mol_weight_g_mol": 537.0, "total_charge": -2, "multiplicity": 6, "energy_ha": -2730.56470, "homo_ev": [3.00, -0.68], "symbols": ["C", "I", "H", "H", "H", "C", "C", "N", "C", "N", "H", "H", "C", "C", "N", "H", "N", "H", "Fe", "C", "O", "C", "C", "H", "H", "H", "C", "H", "H", "H", "C", "H", "H", "H", "C", "H", "H", "H", "O", "B", "O", "C", "C", "C", "C", "C", "C", "H", "H", "H", "H"], "coordinates": [[-1.047234, -1.125911, -3.748195], [-2.273675, -2.881201, -1.883171], [-0.739837, -0.477364, -4.595734], [-2.115861, -0.981873, -3.608071], [-0.752792, -2.144612, -3.991768], [1.105774, -3.312101, 1.774993], [1.634540, -3.685470, 0.582027], [1.510551, -2.636972, -0.272773], [0.822046, -1.588753, 0.342481], [0.640619, -2.039655, 1.643781], [1.074195, -3.846788, 2.709062], [2.126028, -4.604759, 0.304106], [-3.958265, 1.584506, 0.178633], [-2.048112, 0.547670, -0.489095], [-3.059076, 0.574700, 0.436221], [-3.938160, 3.048698, -1.466086], [-2.367964, 1.586266, -1.319069], [-4.813569, 1.773903, 0.800668], [-0.809928, -0.928579, -0.687525], [-0.188133, -0.589334, -2.488116], [0.846880, 0.069395, -2.653971], [-3.530529, 2.210379, -0.932733], [-1.622915, 2.067783, -2.463477], [-1.993523, 3.076190, -2.672801], [-1.795382, 1.444106, -3.351715], [-0.547105, 2.108510, -2.257599], [-3.175968, -0.278792, 1.600948], [-4.218047, -0.248627, 1.939046], [-2.540373, 0.087954, 2.421804], [-2.893750, -1.313818, 1.359450], [0.206765, -1.237127, 2.764586], [0.088404, -1.907297, 3.620131], [-0.752816, -0.748620, 2.556892], [0.951606, -0.469664, 3.018998], [2.039878, -2.677852, -1.622362], [1.290230, -3.068875, -2.326898], [2.896153, -3.364470, -1.621444], [2.362710, -1.685529, -1.944705], [0.353622, 1.052118, 0.815201], [0.939699, -0.029573, 0.018862], [2.341320, 0.251206, -0.171061], [2.572963, 1.379543, 0.547341], [3.797814, 1.886292, 0.968291], [3.784162, 2.884024, 1.950144], [2.588761, 3.371525, 2.487271], [1.359625, 2.874165, 2.059294], [1.382018, 1.872049, 1.103138], [4.720647, 1.485950, 0.553576], [4.734660, 3.287271, 2.305555], [2.607224, 4.145637, 3.251904], [0.404121, 3.203779, 2.453962]], "atomic_forces_ev_per_a": [[2.09, 2.44, -1.07], [-1.09, -1.78, 1.76], [0.11, -0.09, -0.02], [0.26, -0.28, -0.03], [-0.31, 0.06, 0.02], [0.47, -0.59, -0.22], [-0.04, -0.44, 0.94], [0.88, 0.09, -1.15], [-0.95, 0.46, 0.45], [-0.35, -0.21, 1.53], [-0.09, 0.00, -0.03], [-0.13, 0.07, -0.03], [-0.15, 0.04, 0.03], [-1.61, 0.96, 0.12], [0.10, 0.33, -0.40], [0.00, 0.02, -0.02], [0.03, -0.12, 0.31], [-0.01, -0.05, 0.02], [0.01, -1.34, -0.53], [-0.40, 0.10, -0.28], [0.12, -0.06, -1.74], [-0.10, 0.16, 0.28], [0.24, 0.01, -0.31], [0.14, -0.09, -0.01], [0.13, 0.09, 0.31], [-0.36, -0.14, -0.02], [0.10, -0.19, 0.30], [0.21, -0.13, -0.08], [-0.23, -0.01, -0.25], [-0.13, 0.32, -0.05], [0.03, -0.09, -0.07], [-0.05, 0.14, -0.07], [0.35, -0.12, 0.01], [-0.15, -0.04, -0.04], [-0.19, -0.08, 0.03], [0.08, 0.21, 0.11], [-0.06, 0.14, 0.01], [-0.14, -0.14, 0.07], [0.41, -0.19, -0.38], [-0.07, -0.70, 0.24], [0.29, 1.40, -0.34], [0.25, 0.00, 0.45], [-0.34, -0.05, -0.34], [0.03, 0.31, 0.10], [0.31, 0.20, -0.17], [-0.01, -0.17, -0.43], [0.42, -0.31, 0.91], [-0.12, 0.06, 0.18], [-0.24, -0.09, -0.07], [0.08, -0.12, -0.12], [0.17, -0.04, 0.11]], "lowdin_spin": [0.03, 0.18, 0.00, 0.00, 0.00, 0.04, 0.04, 0.19, 0.28, 0.19, 0.01, 0.01, 0.14, 0.04, 0.03, 0.02, 0.01, 0.07, 2.81, 0.04, -0.01, 0.07, 0.01, 0.01, 0.00, 0.00, 0.14, 0.06, 0.05, 0.02, 0.09, 0.02, 0.02, 0.02, 0.02, 0.01, 0.00, 0.00, 0.03, 0.09, 0.03, 0.00, 0.01, 0.01, 0.04, 0.06, 0.00, 0.00, 0.00, 0.01, 0.04]}

[3]
{"formula": "C18H23Br3Cl6O15", "method": "the ωB97M-V functional and the def2-TZVPD basis", "mol_weight_g_mol": 931.8, "energy_ha": -12311.48449, "homo_ev": -10.27, "symbols": ["C", "Br", "Br", "Br", "H", "C", "Cl", "Cl", "Cl", "H", "C", "Cl", "Cl", "Cl", "H", "C", "C", "O", "C", "O", "O", "H", "H", "H", "H", "C", "C", "O", "C", "O", "O", "H", "H", "H", "H", "C", "C", "O", "C", "O", "O", "H", "H", "H", "H", "C", "C", "O", "C", "O", "O", "H", "H", "H", "H", "C", "C", "O", "C", "O", "O", "H", "H", "H", "H"], "coordinates": [[0.723237, -3.667767, 0.582533], [-1.112248, -2.952855, 0.414465], [1.101414, -5.075073, -0.682353], [1.036323, -4.320820, 2.385027], [1.394358, -2.834449, 0.426496], [-3.138378, -1.644929, -4.897781], [-2.770114, -3.219555, -4.106998], [-4.590297, -0.965729, -4.199226], [-3.296114, -1.850898, -6.639280], [-2.289295, -1.000646, -4.721081], [0.024234, 0.239453, -0.914657], [0.993311, 1.568956, -1.542314], [-1.408547, 0.045793, -1.982197], [-0.471753, 0.528577, 0.741356], [0.580340, -0.688701, -0.959528], [-4.201263, -0.641985, 1.140954], [-5.416643, 0.142060, 1.668683], [-4.900480, 0.945912, 2.751850], [-3.560860, 0.765979, 2.819676], [-2.866976, 1.330327, 3.599177], [-3.142784, -0.082873, 1.887388], [-4.011333, -0.443059, 0.084399], [-4.280326, -1.716877, 1.310663], [-6.107085, -0.560218, 2.127574], [-5.782862, 0.781345, 0.870735], [1.249697, 1.153064, -5.639305], [-0.052054, 0.619355, -5.079585], [-0.509011, -0.274543, -6.087860], [0.110200, -0.020500, -7.259983], [-0.202449, -0.481117, -8.303529], [1.109091, 0.884282, -7.047233], [2.138243, 0.670290, -5.230060], [1.360586, 2.236723, -5.627733], [-0.838429, 1.378486, -5.034212], [0.101036, 0.077594, -4.153907], [2.388878, 4.256681, 2.208674], [1.786847, 2.992884, 1.561570], [2.559133, 1.939497, 2.075295], [3.182755, 2.376401, 3.189155], [3.822158, 1.639859, 3.882921], [3.034117, 3.683924, 3.375083], [1.620372, 4.938729, 2.562947], [3.118889, 4.788249, 1.599859], [1.918779, 3.130448, 0.490685], [0.723635, 3.001253, 1.798572], [4.462743, -0.144055, -0.863464], [5.260304, -0.930632, 0.175431], [4.270088, -1.519374, 1.003140], [3.068569, -1.101838, 0.648342], [2.035485, -1.375118, 1.171949], [3.118514, -0.364854, -0.500908], [4.719362, -0.517675, -1.852269], [4.849109, 0.868133, -0.725977], [5.898569, -0.289002, 0.783040], [5.938429, -1.633842, -0.309874], [-0.731797, 0.029433, 4.653569], [-1.008153, -1.197022, 3.794064], [-2.364545, -1.561227, 4.129894], [-2.795809, -0.823611, 5.161543], [-3.879819, -0.917586, 5.638323], [-1.872636, 0.075964, 5.540169], [-0.762595, 0.956331, 4.086468], [0.147158, -0.131263, 5.270641], [-0.408607, -2.075274, 4.026975], [-1.072703, -1.021047, 2.722021]], "atomic_forces_ev_per_a": [[-0.67, -0.55, 0.30], [0.76, -0.47, -0.09], [-0.16, 0.29, -0.02], [-0.10, 0.19, -0.34], [-0.34, -0.43, -0.06], [0.24, -0.87, -0.12], [-0.02, 0.48, -0.21], [-0.14, 0.26, 0.14], [-0.04, 0.01, 0.14], [-0.08, 0.07, 0.06], [-0.59, 0.01, -0.11], [0.10, 0.08, -0.21], [0.06, -0.09, 0.44], [0.11, 0.24, -0.37], [0.12, 0.09, 0.03], [-0.38, 0.34, -0.12], [0.46, -0.44, 0.39], [0.28, -0.39, -0.72], [-1.24, 0.61, -0.01], [0.20, 0.42, -0.32], [0.93, -0.39, -0.12], [0.01, -0.12, 0.06], [0.17, 0.09, 0.13], [-0.55, 0.34, -0.39], [-0.58, 0.04, 0.33], [-0.04, 0.60, -1.00], [-0.20, 0.32, -0.20], [0.02, -0.68, 0.02], [0.22, 0.53, 0.28], [0.17, -0.05, -0.11], [0.05, -0.66, -0.22], [-0.04, -0.09, -0.16], [0.00, -0.07, 0.64], [0.29, 0.11, 0.61], [-0.28, 0.08, 0.04], [-0.16, -0.63, 0.82], [0.04, 2.38, -0.77], [-0.53, -0.03, -0.28], [1.06, -1.27, 0.73], [-0.31, 0.50, -0.16], [-0.11, 0.70, -0.33], [0.09, 0.09, -0.06], [0.11, -0.12, 0.06], [-0.14, -0.70, -0.05], [0.04, -0.88, 0.11], [1.61, -0.08, 0.41], [0.84, 0.17, -0.09], [0.35, -0.42, 0.37], [-0.19, 0.30, -0.85], [0.23, 0.46, 0.42], [0.02, 0.20, 0.23], [-0.59, 0.16, -0.18], [-1.03, 0.39, -0.51], [-0.23, 0.03, 0.16], [-0.43, -0.57, 0.34], [-0.50, -0.33, 0.48], [-0.94, -0.54, -0.37], [0.17, -0.18, 0.20], [0.13, 0.49, 0.02], [-0.37, -0.16, 0.26], [0.58, -0.50, 0.29], [0.46, -0.08, 0.11], [0.16, 0.40, -0.10], [0.31, 0.23, -0.11], [0.62, 0.05, 0.15]], "lowdin_charge": [-1.55, 0.60, 0.58, 0.61, -0.08, -1.55, 0.50, 0.53, 0.57, -0.04, -1.47, 0.61, 0.55, 0.67, -0.01, -0.11, -0.07, 0.08, -0.57, 0.17, -0.03, 0.12, 0.13, 0.13, 0.13, -0.11, -0.16, 0.00, -0.56, 0.17, 0.05, 0.13, 0.13, 0.14, 0.07, -0.08, -0.18, 0.05, -0.59, 0.16, 0.08, 0.13, 0.13, 0.08, 0.11, -0.12, -0.10, 0.12, -0.55, 0.07, 0.01, 0.13, 0.13, 0.13, 0.13, -0.09, -0.12, 0.04, -0.62, 0.16, 0.05, 0.11, 0.13, 0.10, 0.03]}

[4]
{"formula": "C18H23ClN3O4P2", "method": "the ωB97M-V functional and the def2-TZVPD basis", "mol_weight_g_mol": 442.8, "total_charge": 1, "energy_ha": -2307.63633, "homo_ev": -11.17, "symbols": ["N", "C", "C", "C", "C", "C", "C", "C", "C", "P", "O", "C", "O", "C", "P", "O", "Cl", "C", "C", "O", "H", "H", "H", "H", "H", "H", "H", "H", "H", "H", "H", "H", "C", "C", "N", "C", "C", "N", "C", "C", "H", "H", "H", "H", "H", "H", "H", "H", "H", "H", "H"], "coordinates": [[5.968867, 1.530124, 2.719353], [6.509477, 0.212782, 2.395781], [6.222205, -0.208717, 0.928410], [4.710107, -0.276267, 0.694552], [3.987744, -1.064842, 1.572538], [2.635007, -1.134785, 1.441600], [2.021844, -0.418820, 0.428098], [2.710391, 0.329390, -0.462161], [4.087082, 0.404130, -0.329131], [4.894120, 1.456282, -1.583335], [4.135073, 2.718720, -1.748831], [0.523500, -0.498420, 0.358085], [-0.106855, -0.451649, -0.679485], [-0.142056, -0.609312, 1.711757], [-1.743791, 0.276561, 1.916493], [-1.558462, 1.577712, 0.915620], [-1.733618, 1.151208, 3.799814], [0.437970, -1.297865, 2.682125], [1.769702, -1.943336, 2.379961], [2.113892, -3.010000, 2.841821], [4.959275, 1.482175, 2.749266], [6.271954, 2.223375, 2.048085], [7.581806, 0.214995, 2.598686], [6.066909, -0.516941, 3.075342], [6.595763, 0.610086, 0.319974], [6.677737, -1.172011, 0.691890], [4.442685, -1.639680, 2.368397], [2.186984, 0.855536, -1.250302], [6.222416, 1.764050, -1.224391], [4.930588, 0.773651, -2.823657], [-0.968329, 2.213812, 1.349285], [-0.001644, -1.394546, 3.670175], [-2.761470, 1.060742, -1.979767], [-3.740712, 0.274323, -2.822087], [-4.972785, -0.069881, -2.082742], [-5.190660, 0.060772, -0.732299], [-6.414986, -0.462114, -0.474244], [-6.930151, -0.880978, -1.678812], [-6.049287, -0.617692, -2.638733], [-8.230700, -1.524009, -1.878988], [-2.468639, 0.498016, -1.096638], [-1.859510, 1.279946, -2.545102], [-3.202761, 2.002381, -1.649156], [-3.288760, -0.660048, -3.155368], [-4.027489, 0.843777, -3.706011], [-4.453004, 0.498429, -0.084104], [-6.984766, -0.589035, 0.428294], [-6.180266, -0.824333, -3.687411], [-8.082787, -2.508681, -2.315543], [-8.841262, -0.910298, -2.536896], [-8.728350, -1.628714, -0.920210]], "atomic_forces_ev_per_a": [[0.15, -0.51, 0.24], [-0.13, 0.05, -0.29], [-0.73, 0.53, 0.65], [1.89, -0.35, 0.35], [-0.16, -0.52, 0.36], [-0.66, -0.31, 0.44], [-2.09, -0.53, 0.39], [0.25, 0.45, -0.86], [0.66, 0.10, -0.69], [-0.64, 1.46, -0.21], [-0.28, 0.03, 0.02], [0.02, 0.07, -0.21], [0.19, 0.05, 0.55], [-0.12, 1.16, 0.01], [-1.23, -0.34, -0.89], [0.35, -0.22, 1.13], [0.57, -0.30, -0.44], [0.58, -0.36, 0.03], [0.15, -0.43, 0.23], [-0.15, 0.80, -0.11], [-0.02, 0.31, -0.12], [-0.15, 0.10, 0.02], [-0.01, -0.05, -0.17], [0.11, 0.08, 0.09], [0.50, -0.41, -0.21], [0.14, 0.15, -0.16], [0.23, 0.05, -0.09], [0.02, 0.07, 0.00], [0.00, -0.69, -0.07], [0.34, -0.47, 0.47], [0.06, 0.24, -0.39], [0.14, -0.16, -0.01], [-0.33, 0.03, 0.32], [0.36, 0.10, -0.29], [-0.10, 0.17, -0.13], [0.16, -0.10, 0.06], [-0.14, -0.06, -0.21], [-0.16, -0.01, -0.02], [0.12, -0.09, 0.26], [0.00, 0.02, -0.14], [0.17, -0.01, -0.09], [-0.03, -0.07, -0.07], [0.06, 0.04, -0.05], [-0.05, -0.02, 0.03], [-0.13, -0.04, 0.03], [-0.04, -0.05, 0.07], [0.13, 0.10, 0.10], [0.02, -0.03, 0.01], [-0.03, 0.00, 0.01], [-0.03, -0.03, 0.02], [0.06, 0.04, 0.02]], "lowdin_charge": [0.01, -0.27, -0.13, -0.21, 0.04, -0.08, -0.10, 0.00, -0.25, 0.73, -0.44, -0.32, 0.10, -0.32, 0.57, -0.37, 0.24, 0.01, -0.29, 0.14, 0.06, 0.07, 0.11, 0.10, 0.06, 0.13, 0.14, 0.13, 0.02, 0.03, 0.06, 0.12, -0.08, -0.14, -0.03, 0.01, 0.01, -0.09, -0.01, 0.03, 0.03, 0.10, 0.09, 0.14, 0.13, 0.12, 0.14, 0.18, 0.11, 0.11, 0.10]}